The following is a DFT calculation (wB97M-V/def2-TZVPD) of a cluster of 5 separate species, C7H25NO4 in total in a non-equilibrium geometry.

Computed properties:
total charge = -1
strongest force on any atom = 3.196 eV/Å
spin multiplicity = 2
energy above the lowest of the compared OMol25 structures with the same formula, charge and spin = 0.0 kcal/mol
E_HOMO (alpha / beta) = 0.70 / -6.02 eV
LUMO energy (alpha / beta) = 3.18 / 3.05 eV
M = 187.3 Da
gap between HOMO and LUMO (alpha / beta) = 2.48 / 9.06 eV

The geometry in XYZ format:
```
37
C7H25NO4 | the Open Molecules 2025 dataset | wB97M-V/def2-TZVPD
C 0.908 -0.083 -0.097
C 2.428 0.079 0.006
C 2.996 0.452 1.353
C 3.104 -1.302 -0.347
C 0.398 1.314 -0.576
N -1.072 1.183 -0.860
C -1.914 1.679 0.270
C -2.032 3.186 0.274
H 0.319 -0.172 0.853
H 0.682 -0.958 -0.699
H 2.727 0.890 -0.662
H 2.299 0.552 2.200
H 3.630 1.368 1.392
H 3.669 -0.210 1.906
H 3.819 -1.518 0.437
H 3.409 -1.469 -1.385
H 2.320 -2.043 -0.142
H 0.703 2.050 0.172
H 0.807 1.638 -1.543
H -1.151 1.714 -1.722
H -1.324 1.473 1.161
H -2.784 1.016 0.247
H -2.977 3.427 0.754
H -1.225 3.695 0.826
H -2.082 3.557 -0.770
H -3.092 -2.057 -1.310
H -1.789 -1.213 -0.738
O -2.479 -1.877 -0.588
H -1.792 -0.171 -2.902
H -1.332 -0.239 -4.362
O -1.987 0.174 -3.786
H -2.079 -3.095 1.645
H -1.464 -3.387 0.189
O -1.440 -3.621 1.135
H -0.066 -1.826 3.369
H -0.294 -2.424 1.863
O 0.155 -1.779 2.441
```